{"formula": "C4H8ClF", "method": "ωB97M-V/def2-TZVPD", "elements": ["C", "C", "C", "C", "H", "H", "H", "H", "H", "H", "H", "H", "F", "Cl"], "coordinates": [[-0.63083, 1.35858, -0.27840], [0.28585, 0.14433, 0.33325], [-0.49899, -1.00195, 0.81296], [1.12403, -0.29342, -0.81781], [-1.21436, 0.88755, -1.12795], [-0.00139, 2.26864, -0.18450], [-1.29682, 1.60028, 0.52040], [0.98919, 0.39756, 1.17780], [0.13394, -1.89585, 1.13913], [-0.97792, -0.62452, 1.68433], [1.82019, 0.48387, -0.92258], [0.40410, -0.62140, -1.59771], [1.66528, -1.53190, -0.26420], [-1.80228, -1.17177, -0.47472]], "lowdin_charge": [-0.089, -0.481, -0.478, -0.159, 0.038, 0.084, 0.047, 0.159, 0.125, 0.063, 0.108, 0.105, -0.122, 0.598], "relative_energy_kj_mol": 196.2, "orbital_gap_ha": 0.4285, "multiplicity": 1, "energy_ha": -717.199562, "charge": 0, "smiles": "C[C@H](CF)CCl", "lumo_ha": 0.034, "homo_energy_ev": -10.741}

=====

{"formula": "C4H12", "method": "ωB97M-V/def2-TZVPD", "elements": ["C", "C", "H", "H", "H", "H", "H", "H", "C", "C", "H", "H", "H", "H", "H", "H"], "coordinates": [[2.25948, 1.13268, 1.65234], [1.02567, 0.36278, 1.47642], [2.33115, 1.19826, 2.71512], [3.19759, 0.57148, 1.19779], [2.22695, 2.22618, 1.23469], [0.69252, 0.47517, 0.45314], [1.31380, -0.73446, 1.69070], [0.12644, 0.62323, 2.00585], [-1.28337, -1.37526, -1.29315], [-1.99526, -0.08883, -1.79181], [-2.02430, -2.23186, -1.09422], [-0.69150, -1.95300, -2.01282], [-0.75814, -1.08486, -0.43976], [-2.94267, -0.29580, -2.25841], [-1.37544, 0.32253, -2.69332], [-2.13554, 0.69486, -1.06149]], "lowdin_charge": [-0.217, -0.230, 0.040, 0.109, 0.098, 0.041, 0.104, 0.061, -0.165, -0.168, 0.085, 0.060, 0.003, 0.039, 0.092, 0.048], "relative_energy_kj_mol": 105.3, "orbital_gap_ha": 0.4513, "multiplicity": 1, "energy_ha": -159.544867, "charge": 0, "smiles": "CC.CC", "lumo_ha": 0.040, "homo_energy_ev": -11.194}

=====

{"formula": "C4H9NO3", "method": "ωB97M-V/def2-TZVPD", "elements": ["C", "C", "C", "C", "O", "O", "N", "O", "H", "H", "H", "H", "H", "H", "H", "H", "H"], "coordinates": [[0.46999, -0.15107, 0.56271], [0.35297, 0.58261, -0.71813], [0.66744, 0.63021, 1.84822], [-0.71756, -0.79293, -1.74534], [1.41836, -1.17631, 0.47688], [-0.37465, 1.72120, -0.75822], [-0.96483, -0.75407, 0.47284], [-1.86627, 0.04971, 0.73735], [1.14760, -2.02969, 0.11108], [-0.96996, 1.75407, 0.02508], [1.17915, 0.55534, -1.41832], [1.66799, 1.06579, 1.86099], [0.58145, -0.05210, 2.69769], [-0.07253, 1.42015, 1.97388], [-0.88217, -0.03749, -2.51312], [-1.68388, -1.26560, -1.60621], [0.04688, -1.51983, -2.00737]], "lowdin_charge": [-0.572, -0.207, 0.010, 0.005, 0.021, 0.020, 0.008, -0.046, 0.111, 0.104, 0.147, 0.098, 0.096, 0.079, 0.045, 0.042, 0.038], "relative_energy_kj_mol": 562.8, "orbital_gap_ha": 0.3356, "multiplicity": 1, "energy_ha": -438.114691, "charge": 0, "lumo_ha": 0.005, "homo_energy_ev": -9.006}